1.
Density functional theory data (ωB97M-V/def2-TZVPD) for 5 unconnected molecules or ions with the total composition C9H15Cl8FO5 at a distorted geometry.

Lowest unoccupied orbital energy (eV): -0.086
Net charge: 0
HOMO-LUMO gap (Eh): 0.3915
Spin multiplicity: 1

Atoms and positions in Å:
Cl (0.82, 3.26, 1.80)
Cl (-5.17, -5.17, 2.08)
Cl (4.23, -3.03, -1.41)
Cl (-1.30, 5.84, 0.36)
Cl (-3.33, -5.64, -0.14)
Cl (0.17, 8.31, -0.15)
Cl (-0.66, 2.16, 4.05)
Cl (5.70, -0.56, -1.91)
F (-3.01, -0.81, 0.80)
O (-1.35, 1.04, -0.49)
O (-1.72, -2.55, -0.29)
O (0.06, -0.11, 0.93)
O (-2.44, 1.45, -2.63)
O (-2.67, -0.62, -1.45)
C (-2.05, -1.16, -0.23)
C (2.35, -0.65, -0.14)
C (-0.75, 2.67, 2.36)
C (5.76, -2.33, -1.94)
C (1.22, -0.99, 0.95)
C (-0.71, -0.27, -0.26)
C (-4.52, -4.54, 0.56)
C (-2.18, 0.74, -1.64)
C (0.23, 6.54, -0.18)
H (1.95, -0.66, -1.22)
H (0.95, -2.12, 0.93)
H (5.97, -2.66, -2.96)
H (1.71, -0.84, 1.99)
H (1.03, 6.20, 0.48)
H (2.90, 0.33, 0.09)
H (3.16, -1.48, -0.11)
H (6.56, -2.66, -1.28)
H (-0.20, -0.53, -1.25)
H (-4.05, -3.57, 0.75)
H (-5.34, -4.41, -0.15)
H (-1.47, 3.48, 2.27)
H (-1.05, 1.83, 1.75)
H (-1.22, -2.70, -1.12)
H (0.43, 6.21, -1.20)

=====

2.
Density functional theory data (ωB97M-V/def2-TZVPD) for C4H6O2 in the gas phase.

Lowest unoccupied orbital energy (spin up / spin down) (eV): -1.335 / -1.330
Energy relative to the best compared isomer or geometry (same formula, charge and spin) (kJ/mol): 519.8
Net charge: 0
HOMO-LUMO gap (spin up / spin down) (Eh): 0.2546 / 0.2698
Spin multiplicity: 1

Atoms and positions in Å:
O (0.83, 0.95, -1.26)
O (2.13, -0.68, -0.18)
C (-0.34, -0.28, 0.51)
C (1.05, 0.18, -0.23)
C (-1.59, -0.30, -0.35)
C (0.49, 0.85, 0.88)
H (-1.79, -1.32, -0.67)
H (2.80, -0.30, -0.77)
H (-0.39, -0.96, 1.36)
H (-2.45, 0.08, 0.20)
H (-1.42, 0.31, -1.24)
H (0.68, 1.48, 1.75)

=====

3.
Density functional theory data (ωB97M-V/def2-TZVPD) for H7N3P2 in the gas phase at a distorted geometry.

Lowest unoccupied orbital energy (eV): 1.014
Energy relative to the best compared isomer or geometry (same formula, charge and spin) (kJ/mol): 42.5
Net charge: 0
HOMO-LUMO gap (Eh): 0.3439
Spin multiplicity: 1

Atoms and positions in Å:
P (-1.34, 0.86, 0.68)
P (1.62, 1.03, 0.23)
N (-1.39, -0.82, 0.19)
N (1.52, -0.60, 0.74)
N (-0.18, 1.17, -0.57)
H (-2.18, -1.31, 0.59)
H (-2.51, 1.36, -0.01)
H (-0.05, 2.16, -0.81)
H (0.98, -0.69, 1.49)
H (1.23, -1.39, 0.05)
H (2.23, 0.64, -0.98)
H (-1.40, -0.85, -0.85)

=====

4.
Density functional theory data (ωB97M-V/def2-TZVPD) for C4H4N2O2 in the gas phase at a distorted geometry.

Lowest unoccupied orbital energy (eV): 0.274
Energy relative to the best compared isomer or geometry (same formula, charge and spin) (kJ/mol): 418.2
Net charge: 0
HOMO-LUMO gap (Eh): 0.3132
Spin multiplicity: 1

Atoms and positions in Å:
O (-1.21, -0.68, 1.15)
O (2.06, 0.48, -1.19)
N (-0.34, 0.18, -0.70)
N (-1.68, -0.17, -0.96)
C (1.14, 0.25, 0.98)
C (2.17, 0.60, 0.04)
C (-2.18, -0.79, 0.11)
C (-0.18, 0.09, 0.58)
H (2.94, 1.47, 0.44)
H (0.26, 0.48, -1.40)
H (1.44, 0.19, 2.00)
H (-2.93, -1.49, 0.56)

=====

5.
Density functional theory data (ωB97M-V/def2-TZVPD) for 2 unconnected molecules or ions with the total composition C20H28N4O4S at a distorted geometry.

Lowest unoccupied orbital energy (eV): 0.213
Energy relative to the best compared isomer or geometry (same formula, charge and spin) (kJ/mol): 196.6
Net charge: 0
HOMO-LUMO gap (Eh): 0.3020
Spin multiplicity: 1

Atoms and positions in Å:
S (-1.65, -2.61, 0.02)
O (1.43, -2.15, -4.64)
O (2.21, 1.99, 0.67)
O (-0.66, 0.73, -1.79)
O (0.98, 3.86, 0.23)
N (1.88, -0.83, -2.87)
N (1.43, 1.35, 3.24)
N (-2.29, 1.47, 1.41)
N (-1.57, -0.84, -3.02)
C (0.04, 2.00, 1.42)
C (-0.92, 0.80, 3.27)
C (2.61, 4.96, 1.72)
C (-2.15, 0.85, 2.58)
C (-0.55, -0.39, -2.27)
C (0.70, -2.65, -1.61)
C (1.15, 2.61, 0.71)
C (-1.75, -2.09, -3.75)
C (-1.21, 2.03, 0.84)
C (-2.28, -4.23, -0.49)
C (0.13, -2.87, -0.20)
C (0.76, -1.16, -1.98)
C (3.21, -0.61, -4.88)
C (-0.86, 0.17, 4.53)
C (-3.28, 0.25, 3.15)
C (1.16, 4.88, 1.23)
C (0.19, 1.38, 2.65)
C (-2.00, -0.42, 5.08)
C (2.08, -1.26, -4.12)
C (-3.21, -0.39, 4.39)
H (-1.34, 2.53, -0.12)
H (0.87, 5.84, 0.80)
H (0.65, -2.21, 0.49)
H (3.01, 0.46, -4.97)
H (1.57, 0.60, 3.91)
H (-1.94, -0.91, 6.05)
H (-3.37, -4.22, -0.47)
H (0.36, -3.89, 0.11)
H (-1.92, -4.99, 0.20)
H (0.15, -3.24, -2.34)
H (-2.59, -2.00, -4.43)
H (-1.93, -4.46, -1.49)
H (0.50, 4.70, 2.09)
H (3.26, -1.05, -5.88)
H (-4.21, 0.29, 2.59)
H (2.89, 4.07, 2.28)
H (-0.87, -2.33, -4.35)
H (0.07, 0.13, 5.09)
H (2.73, 5.83, 2.37)
H (1.72, -3.03, -1.59)
H (4.14, -0.77, -4.36)
H (2.18, 1.49, 2.56)
H (-1.95, -2.91, -3.06)
H (3.29, 5.07, 0.86)
H (-2.33, -0.18, -3.08)
H (1.07, -0.69, -1.05)
H (2.49, -0.09, -2.55)
H (-4.10, -0.85, 4.82)

=====

6.
Density functional theory data (ωB97M-V/def2-TZVPD) for 2 unconnected molecules or ions with the total composition CH4NO2Si at a distorted geometry.

Lowest unoccupied orbital energy (eV): 4.015
Energy relative to the best compared isomer or geometry (same formula, charge and spin) (kJ/mol): 399.6
Net charge: -1
HOMO-LUMO gap (Eh): 0.2587
Spin multiplicity: 1

Atoms and positions in Å:
Si (1.77, 0.04, -0.02)
O (-2.40, -1.04, -0.57)
O (-2.77, 1.29, -0.11)
N (-1.65, -0.65, 0.73)
C (-2.33, 0.18, 0.07)
H (2.56, -1.11, 0.44)
H (0.90, 0.51, 1.04)
H (2.78, 1.08, -0.30)
H (1.14, -0.29, -1.29)

=====

7.
Density functional theory data (ωB97M-V/def2-TZVPD) for a gas-phase ion, CH5N2 (charge +2) at a distorted geometry.

Lowest unoccupied orbital energy (spin up / spin down) (eV): -12.539 / -17.003
Energy relative to the best compared isomer or geometry (same formula, charge and spin) (kJ/mol): 71.5
Net charge: +2
HOMO-LUMO gap (spin up / spin down) (Eh): 0.4957 / 0.3613
Spin multiplicity: 2

Atoms and positions in Å:
N (-1.08, -0.12, 0.54)
N (0.98, -0.31, -0.43)
C (0.06, 0.41, 0.18)
H (-1.47, -0.89, 0.02)
H (1.24, -1.35, -0.37)
H (0.19, 1.52, -0.03)
H (1.67, 0.19, -1.00)
H (-1.58, 0.55, 1.09)

=====

8.
Density functional theory data (ωB97M-V/def2-TZVPD) for C6H6N2 in the gas phase at a distorted geometry.

Lowest unoccupied orbital energy (eV): 0.392
Energy relative to the best compared isomer or geometry (same formula, charge and spin) (kJ/mol): 404.4
Net charge: 0
HOMO-LUMO gap (Eh): 0.3530
Spin multiplicity: 1

Atoms and positions in Å:
N (-1.89, -0.06, -0.25)
N (-1.00, 2.18, 0.13)
C (4.13, 0.27, -0.16)
C (1.57, 0.15, 0.08)
C (0.44, 0.47, -0.22)
C (-0.96, 0.96, -0.14)
C (-1.47, -1.46, 0.09)
C (2.95, -0.03, 0.07)
H (-1.89, -2.16, -0.60)
H (5.21, 0.08, -0.01)
H (-1.82, -1.78, 1.08)
H (-0.41, -1.47, 0.04)
H (-1.96, 2.63, 0.18)
H (-2.88, 0.23, -0.28)

=====

9.
Density functional theory data (ωB97M-V/def2-TZVPD) for C2H4NO3P in the gas phase at a distorted geometry.

Lowest unoccupied orbital energy (eV): 0.315
Energy relative to the best compared isomer or geometry (same formula, charge and spin) (kJ/mol): 387.3
Net charge: 0
HOMO-LUMO gap (Eh): 0.3178
Spin multiplicity: 1

Atoms and positions in Å:
P (-0.44, 0.25, -0.08)
O (-1.04, 1.40, 0.84)
O (-1.34, 0.48, -1.49)
O (-1.10, -1.09, 0.55)
N (2.45, 0.71, -0.28)
C (1.25, 0.04, 0.50)
C (2.16, -0.46, -0.49)
H (-1.97, 1.16, -1.47)
H (-0.21, 1.57, 1.31)
H (-0.44, -1.81, 0.42)
H (2.56, -1.32, -0.94)

=====

10.
Density functional theory data (ωB97M-V/def2-TZVPD) for a molecular structure, C40H41AsIOPPtSi at a distorted geometry.

Lowest unoccupied orbital energy (spin up / spin down) (eV): -0.512 / -0.514
Energy relative to the best compared isomer or geometry (same formula, charge and spin) (kJ/mol): 185.0
Net charge: 0
HOMO-LUMO gap (spin up / spin down) (Eh): 0.2352 / 0.2352
Spin multiplicity: 1

Atoms and positions in Å:
Pt (0.66, 0.01, -1.82)
I (-0.96, -0.64, -4.32)
As (1.26, -0.80, 0.63)
P (2.66, 0.35, -2.96)
Si (-2.49, 1.08, -0.48)
O (-1.06, 1.09, -1.24)
C (-4.66, -0.64, -1.33)
C (3.32, -1.17, -3.69)
C (1.62, -3.11, 4.19)
C (-5.18, 4.48, -2.27)
C (-1.52, 2.20, 1.96)
C (4.68, -3.71, -0.92)
C (-1.48, 2.41, 3.34)
C (-2.37, 1.75, 4.17)
C (0.93, -1.74, 2.33)
C (-0.59, -2.15, 4.15)
C (2.45, 1.43, -4.40)
C (2.36, -3.18, -0.54)
C (3.79, 1.85, 2.78)
C (-3.56, 2.46, -1.15)
C (-0.31, -1.56, 2.93)
C (4.07, -1.63, 0.13)
C (-0.23, -1.54, -2.54)
C (3.33, -4.05, -1.01)
C (-4.62, 3.04, -0.42)
C (-4.14, 3.93, -3.01)
C (-3.49, -2.95, -0.30)
C (2.24, 0.77, 1.27)
C (-2.84, -1.72, -0.19)
C (0.38, -2.92, 4.79)
C (5.04, -2.50, -0.35)
C (-3.41, -0.54, -0.71)
C (2.72, -1.95, 0.03)
C (2.72, 3.13, 1.04)
C (3.60, 3.06, 2.12)
C (-5.32, -1.86, -1.43)
C (-5.42, 4.03, -0.98)
C (-3.31, 0.88, 3.62)
C (4.10, 1.08, -2.16)
C (-4.73, -3.02, -0.92)
C (1.90, -2.53, 2.96)
C (2.04, 1.99, 0.62)
C (-2.45, 1.32, 1.38)
C (-3.34, 0.67, 2.24)
C (3.11, 0.71, 2.36)
C (-3.34, 2.93, -2.45)
H (-3.03, -3.84, 0.11)
H (1.32, 2.07, -0.18)
H (-4.08, -0.02, 1.84)
H (0.16, -3.38, 5.75)
H (0.43, -2.35, -2.82)
H (-5.25, -3.97, -1.00)
H (-0.74, 3.09, 3.76)
H (-1.56, -2.00, 4.61)
H (3.83, 1.99, -1.63)
H (-6.23, 4.46, -0.40)
H (4.36, -0.70, 0.60)
H (-4.81, 2.71, 0.59)
H (2.55, 4.07, 0.53)
H (-5.81, 5.25, -2.71)
H (-1.07, -0.96, 2.45)
H (2.18, 2.43, -4.07)
H (-0.83, 2.73, 1.32)
H (3.37, 1.48, -4.98)
H (3.59, -1.86, -2.89)
H (-3.95, 4.28, -4.02)
H (5.44, -4.39, -1.29)
H (1.31, -3.45, -0.63)
H (-6.29, -1.92, -1.92)
H (3.26, -0.22, 2.89)
H (6.09, -2.24, -0.26)
H (2.55, -1.63, -4.31)
H (4.84, 1.30, -2.93)
H (4.21, -0.96, -4.31)
H (-1.10, -1.82, -1.95)
H (4.51, 0.38, -1.44)
H (-4.02, 0.37, 4.27)
H (-2.52, 2.51, -3.03)
H (4.45, 1.80, 3.63)
H (2.86, -2.70, 2.49)
H (3.03, -5.00, -1.45)
H (2.37, -3.72, 4.68)
H (1.64, 1.05, -5.02)
H (-5.13, 0.25, -1.73)
H (4.12, 3.95, 2.45)
H (-1.88, -1.68, 0.31)
H (-2.34, 1.91, 5.24)

=====

11.
Density functional theory data (ωB97M-V/def2-TZVPD) for C18H30N4O2 in the gas phase.

Lowest unoccupied orbital energy (eV): 0.611
Energy relative to the best compared isomer or geometry (same formula, charge and spin) (kJ/mol): 136.6
Net charge: 0
HOMO-LUMO gap (Eh): 0.3264
Spin multiplicity: 1

Atoms and positions in Å:
O (3.39, -2.19, -0.26)
O (5.60, 1.45, -0.74)
N (-1.87, -0.78, 0.40)
N (3.57, 0.64, -0.09)
N (1.52, 1.81, 0.28)
N (1.01, 3.04, 0.26)
C (-5.46, 0.30, -0.39)
C (-5.66, -0.14, -1.84)
C (2.84, 1.82, -0.04)
C (3.20, 3.13, -0.26)
C (4.38, -1.84, -1.21)
C (-1.43, -0.15, 1.63)
C (5.35, -0.92, -0.44)
C (-0.52, 1.06, 1.40)
C (0.68, 0.66, 0.55)
C (-2.93, -0.07, -0.30)
C (0.19, 0.02, -0.75)
C (-0.74, -1.16, -0.41)
C (4.10, -2.50, 0.93)
C (4.88, 0.53, -0.46)
C (-4.30, -0.45, 0.27)
C (-6.75, 0.05, 0.40)
C (5.29, -1.51, 0.98)
C (2.01, 3.84, -0.06)
H (-6.98, -1.01, 0.42)
H (3.06, -0.22, 0.05)
H (1.28, -0.08, 1.11)
H (-2.80, 1.02, -0.25)
H (-4.30, -0.22, 1.34)
H (-4.80, 0.11, -2.45)
H (-0.35, 0.77, -1.33)
H (-6.53, 0.36, -2.26)
H (-4.43, -1.52, 0.16)
H (-0.89, -0.91, 2.21)
H (3.88, -1.35, -2.05)
H (1.85, 4.90, -0.14)
H (-5.82, -1.21, -1.89)
H (4.16, 3.49, -0.53)
H (4.90, -2.73, -1.57)
H (3.41, -2.40, 1.76)
H (6.21, -2.03, 1.24)
H (6.35, -0.95, -0.86)
H (4.47, -3.53, 0.88)
H (-1.10, -1.62, -1.33)
H (-7.58, 0.59, -0.04)
H (1.03, -0.34, -1.35)
H (-6.64, 0.39, 1.43)
H (-0.18, 1.46, 2.36)
H (-0.16, -1.91, 0.14)
H (-1.05, 1.86, 0.89)
H (5.12, -0.73, 1.72)
H (-2.31, 0.15, 2.20)
H (-2.89, -0.36, -1.35)
H (-5.24, 1.37, -0.37)

=====

12.
Density functional theory data (ωB97M-V/def2-TZVPD) for a molecular structure, C24H73HfN5O11 at a distorted geometry.

Lowest unoccupied orbital energy (eV): -9.645
Energy relative to the best compared isomer or geometry (same formula, charge and spin) (kJ/mol): 233.0
Net charge: +2
HOMO-LUMO gap (Eh): 0.0947
Spin multiplicity: 1

Atoms and positions in Å:
Hf (1.11, 4.50, 1.80)
O (0.71, 2.59, 0.54)
O (2.39, -2.79, 2.37)
O (3.30, 3.86, 0.82)
O (-2.15, -2.38, 2.65)
O (2.25, 2.77, 2.95)
O (-0.17, -1.58, -3.34)
O (-1.10, 4.70, 0.83)
O (-0.36, 3.84, 3.57)
O (2.20, 2.98, -2.26)
O (4.71, -0.60, -0.84)
O (-5.25, 2.05, -0.94)
N (3.57, 0.66, 1.66)
N (1.20, -0.32, -5.55)
N (8.20, 0.39, -1.35)
N (-4.57, -4.08, 2.20)
N (-6.02, -1.51, -1.50)
C (1.39, -3.64, 1.93)
C (-0.41, -0.21, -3.64)
C (-0.14, 0.09, -5.13)
C (3.45, -0.20, 3.87)
C (7.21, -0.51, 0.64)
C (7.04, -0.32, -0.88)
C (-1.09, -0.72, -5.99)
C (3.41, -0.62, 2.41)
C (0.08, 1.46, 0.02)
C (3.43, -0.44, -1.43)
C (-2.49, -3.01, 1.41)
C (-2.60, 3.12, 4.31)
C (2.14, -1.42, 2.07)
C (-6.04, 0.92, -1.30)
C (-3.24, -4.35, 1.58)
C (-1.11, 2.81, 4.11)
C (-4.00, -0.42, -2.16)
C (-5.21, -0.34, -1.20)
C (-3.58, -5.04, 0.24)
C (-2.11, -0.95, 2.62)
C (5.68, 0.35, -1.16)
C (-1.43, 1.49, 0.09)
C (-5.97, 3.26, -0.89)
C (-0.35, -1.80, -1.95)
H (2.50, 1.90, 2.55)
H (-0.68, -1.72, -5.99)
H (-5.34, 4.05, -1.28)
H (-1.35, -1.50, -1.62)
H (-6.92, 3.24, -1.44)
H (2.80, -1.31, -1.25)
H (-4.04, -6.00, 0.44)
H (6.62, -1.35, 1.00)
H (-0.29, 1.13, -5.43)
H (2.66, 2.76, 3.83)
H (2.90, 0.45, -1.06)
H (-1.46, 0.04, -3.49)
H (0.45, -1.37, -1.34)
H (2.33, 3.91, -2.06)
H (4.37, 0.31, 4.16)
H (-4.13, -4.43, -0.47)
H (2.17, -1.34, 0.98)
H (4.51, 1.01, 1.84)
H (-1.11, -0.26, -6.98)
H (0.47, 1.27, -0.98)
H (8.17, 0.30, -2.36)
H (-1.82, 1.76, 1.07)
H (-0.28, -2.88, -1.78)
H (1.62, -4.60, 2.39)
H (5.73, 0.72, -2.19)
H (-6.98, 0.86, -0.74)
H (-4.32, -0.47, -3.19)
H (8.22, -0.79, 0.96)
H (-1.55, -3.25, 0.89)
H (4.18, 3.64, 1.14)
H (-3.49, -1.35, -1.87)
H (-5.48, -2.36, -1.50)
H (4.34, -1.17, 2.25)
H (-1.67, 5.46, 0.62)
H (1.39, -3.86, 0.85)
H (2.61, 0.47, 4.09)
H (0.34, 0.58, 0.62)
H (6.90, -1.32, -1.32)
H (-4.91, -0.38, -0.14)
H (1.26, -0.30, -6.55)
H (-1.05, -0.70, 2.45)
H (0.15, 0.46, -2.97)
H (1.19, -1.05, 2.48)
H (-2.63, -0.61, 1.72)
H (-2.64, -5.33, -0.23)
H (-6.62, -1.66, -0.70)
H (9.04, -0.11, -1.10)
H (-1.47, 3.96, 0.33)
H (-3.10, 3.54, 3.44)
H (-0.66, 2.50, 5.05)
H (-3.31, 0.37, -1.87)
H (-4.39, -3.22, 2.70)
H (-6.31, 1.06, -2.35)
H (1.34, 2.76, -1.89)
H (-3.12, -2.41, 0.74)
H (1.56, -1.15, -5.10)
H (3.18, 3.29, 0.04)
H (3.59, 0.44, 0.66)
H (7.05, 0.41, 1.19)
H (-1.90, 2.22, -0.58)
H (-6.29, 3.58, 0.11)
H (-2.86, 3.88, 5.05)
H (-2.09, -0.78, -5.55)
H (0.39, -3.25, 2.14)
H (-3.20, 2.23, 4.49)
H (-2.69, -4.99, 2.27)
H (-2.41, -0.31, 3.44)
H (3.47, -0.43, -2.52)
H (3.34, -1.10, 4.46)
H (-5.21, -3.73, 1.49)
H (-1.78, 0.49, -0.17)
H (-1.08, 1.93, 3.46)
H (5.65, 1.24, -0.52)